1.
ORCA calculation (ωB97M-V/def2-TZVPD) on a molecular structure, C6O6Tm.

```
! RIJCOSX wB97M-V def2-TZVPD def2/J DEFGRID3
* xyz 3 3
Tm 0.948 0.590 0.643
O -2.111 -0.025 2.185
O 1.415 -0.414 -2.674
O -3.573 -2.224 -2.423
O 3.671 2.285 2.490
O 0.664 -2.875 0.711
O -1.369 2.449 -1.190
C -0.598 1.794 -0.578
C -2.731 -1.700 -1.851
C -1.098 0.168 1.645
C 1.227 -0.082 -1.541
C 0.735 -1.721 0.671
C 2.820 1.755 1.912
*
```

Calculated values
HOMO level (alpha / beta): -0.8191 / -0.8191 Eh
<S²>: 2.00
LUMO (alpha / beta): -16.24 / -16.18 eV

=====

2.
ORCA calculation (ωB97M-V/def2-TZVPD) on 9 unconnected molecules or ions with the total composition C70H160F18N3OP6.

```
! RIJCOSX wB97M-V def2-TZVPD def2/J DEFGRID3
* xyz 3 1
P 17.003 17.802 15.697
P 11.636 18.641 18.309
P 13.612 22.566 19.557
P 19.872 13.790 17.118
P 18.948 29.335 18.749
P 21.557 24.946 20.471
F 20.526 25.470 19.408
F 15.918 16.611 15.747
F 14.096 23.323 20.910
F 21.125 23.379 20.138
F 22.616 24.891 19.260
F 20.448 24.905 21.654
F 14.625 21.344 19.940
F 16.206 18.516 14.480
F 13.291 21.702 18.180
F 21.978 26.443 20.964
F 12.648 23.767 18.987
F 18.133 18.954 15.698
F 17.839 17.019 16.851
F 14.903 23.170 18.757
F 17.828 17.057 14.532
F 12.405 21.805 20.248
F 22.744 24.522 21.545
F 16.233 18.641 16.898
O 23.524 25.243 25.971
N 18.152 21.466 18.698
N 22.349 26.323 23.941
N 15.406 19.044 10.782
C 19.200 12.926 15.690
C 14.203 18.019 8.887
C 10.723 19.367 19.738
C 22.534 11.840 19.751
C 18.267 21.567 21.158
C 16.734 27.741 17.923
C 18.267 30.794 18.010
C 18.649 30.954 16.548
C 13.886 17.347 19.401
C 13.478 18.492 18.456
C 17.902 22.400 19.889
C 18.249 29.203 20.482
C 21.102 24.548 15.781
C 18.274 27.821 17.958
C 21.288 16.199 17.560
C 16.530 25.829 16.176
C 19.456 23.070 17.150
C 20.824 23.411 16.734
C 11.263 19.773 17.019
C 16.068 16.253 20.321
C 15.110 18.002 11.796
C 14.193 19.174 9.918
C 23.783 28.957 19.783
C 11.430 20.533 14.676
C 22.834 28.677 24.662
C 21.548 28.313 18.537
C 15.358 17.504 19.814
C 17.645 21.478 12.893
C 17.824 13.411 15.236
C 23.335 27.229 24.679
C 22.795 24.541 27.097
C 16.638 32.492 16.128
C 9.552 17.182 17.237
C 16.458 18.481 9.789
C 23.293 26.644 26.126
C 17.007 12.303 14.500
C 18.678 27.913 21.241
C 17.717 12.787 21.283
C 11.414 17.360 22.991
C 21.528 17.630 17.008
C 19.137 21.368 13.128
C 17.737 20.169 20.747
C 19.421 21.750 17.999
C 23.902 11.560 19.120
C 15.873 20.379 11.341
C 18.160 32.264 15.934
C 18.577 13.664 18.359
C 18.370 28.185 22.755
C 17.032 21.607 17.726
C 17.302 20.361 11.885
C 21.296 12.665 17.679
C 11.971 19.541 15.687
C 17.901 12.296 18.665
C 23.104 28.557 18.503
C 17.012 12.446 19.971
C 18.196 20.052 19.288
C 8.537 15.307 18.688
C 20.333 15.420 16.607
C 21.866 13.030 19.096
C 15.657 17.454 8.952
C 8.876 15.820 17.241
C 11.101 18.818 21.134
C 11.995 20.308 13.238
C 20.748 29.574 18.802
C 22.252 17.697 15.682
C 10.852 17.414 21.590
C 10.961 17.040 17.771
C 16.215 26.353 17.590
C 18.649 26.911 23.554
C 15.762 12.886 13.814
H 18.576 11.446 18.790
H 18.000 14.313 14.665
H 22.122 12.616 16.932
H 17.673 14.294 18.171
H 19.164 11.869 15.898
H 19.999 13.018 14.923
H 18.263 30.034 16.069
H 15.486 18.332 20.463
H 9.626 17.559 16.230
H 9.418 14.835 19.117
H 16.770 22.643 17.576
H 10.207 19.725 16.924
H 13.741 19.472 18.860
H 21.724 24.855 26.952
H 16.091 32.191 15.230
H 19.392 15.925 16.500
H 22.698 12.136 20.780
H 12.176 19.041 21.331
H 11.538 19.407 12.806
H 20.976 30.414 18.144
H 14.616 18.382 12.726
H 19.781 30.861 16.582
H 19.638 21.392 12.167
H 18.891 29.035 23.156
H 18.522 30.077 21.073
H 14.297 20.166 9.386
H 17.232 21.033 16.780
H 16.326 31.853 16.918
H 18.728 33.100 16.340
H 16.871 19.294 9.163
H 22.180 24.674 15.570
H 13.858 18.343 17.427
H 16.664 20.110 20.896
H 21.244 27.780 17.586
H 22.165 15.618 17.767
H 8.411 16.171 19.322
H 16.870 22.752 19.781
H 7.696 14.621 18.582
H 20.712 24.382 14.766
H 13.287 19.221 10.505
H 14.959 12.140 13.886
H 15.168 20.582 12.120
H 22.623 13.812 19.049
H 21.841 10.972 19.740
H 14.441 17.235 11.373
H 21.530 23.507 17.622
H 16.420 33.567 16.325
H 17.642 11.678 13.863
H 18.127 19.298 21.274
H 24.318 27.206 24.165
H 19.564 26.505 23.233
H 18.674 31.623 18.630
H 17.302 18.111 10.391
H 18.770 22.922 16.324
H 21.361 26.581 24.029
H 19.747 27.845 20.996
H 13.482 17.206 9.034
H 11.326 16.577 21.005
H 24.679 12.293 19.430
H 16.447 28.404 17.153
H 11.402 20.814 17.273
H 15.688 16.471 9.327
H 20.766 11.735 17.776
H 9.402 15.055 16.625
H 19.207 19.734 19.232
H 24.878 28.925 19.695
H 22.206 18.648 15.145
H 13.855 16.386 18.831
H 19.037 23.897 17.694
H 18.077 27.023 20.946
H 17.157 11.977 17.872
H 21.033 13.380 19.765
H 16.512 25.593 18.259
H 23.914 27.170 26.826
H 21.275 27.551 19.282
H 20.676 25.491 16.047
H 15.803 15.378 19.747
H 15.421 13.838 14.235
H 13.086 20.073 13.321
H 16.073 17.559 12.122
H 23.065 24.877 28.119
H 20.224 21.796 18.763
H 17.090 21.257 13.749
H 21.844 28.734 25.041
H 15.958 24.924 16.016
H 20.815 16.356 18.466
H 11.829 18.478 15.263
H 15.890 17.716 18.859
H 17.169 29.190 20.491
H 14.019 18.412 7.888
H 22.566 26.254 22.972
H 16.620 11.525 15.229
H 15.833 13.011 12.712
H 19.289 21.598 21.495
H 18.517 12.103 21.587
H 22.510 25.436 24.413
H 16.163 21.178 18.211
H 17.631 21.920 22.042
H 9.666 19.318 19.460
H 18.932 14.005 19.315
H 23.307 29.256 17.714
H 17.595 25.565 16.036
H 8.988 17.857 17.878
H 17.613 19.354 18.751
H 18.628 27.032 24.597
H 11.442 16.323 23.369
H 22.887 23.415 26.996
H 20.707 15.311 15.585
H 11.994 21.141 12.507
H 23.300 17.521 15.855
H 13.084 17.201 20.223
H 19.581 22.112 13.852
H 11.620 16.524 17.078
H 22.066 18.206 17.759
H 17.006 12.818 22.078
H 18.719 26.999 18.474
H 15.774 16.059 21.371
H 21.952 16.925 14.968
H 10.831 17.927 23.756
H 13.086 19.697 15.742
H 23.481 27.586 18.166
H 12.373 17.813 23.065
H 15.136 26.337 17.555
H 10.357 20.492 14.580
H 21.296 22.531 16.258
H 23.546 29.994 20.108
H 11.799 21.556 14.905
H 17.872 26.217 23.267
H 22.736 29.007 23.619
H 17.428 22.426 12.516
H 17.323 28.294 22.811
H 23.492 29.372 25.081
H 16.231 26.625 15.469
H 17.955 20.526 11.020
H 17.200 16.376 20.293
H 16.115 17.403 7.959
H 7.956 16.034 16.664
H 16.497 11.523 20.189
H 17.282 13.773 16.108
H 19.513 20.935 17.286
H 18.623 27.861 16.910
H 10.920 16.303 18.594
H 16.313 28.172 18.869
H 15.737 21.109 10.581
H 19.313 20.359 13.418
H 10.494 19.456 21.843
H 17.475 19.409 12.293
H 23.860 11.509 18.023
H 18.185 13.780 21.272
H 10.936 20.410 19.822
H 18.308 32.169 14.878
H 9.785 17.153 21.513
H 23.509 28.227 20.593
H 20.553 18.082 16.910
H 18.615 23.179 19.743
H 20.829 29.988 19.861
H 24.248 10.550 19.380
H 16.270 13.237 19.816
H 17.214 30.755 18.049
H 22.205 26.667 26.491
*
```

Calculated values
HOMO level: -0.5658 Eh
LUMO: -4.15 eV

=====

Number 1: E_tot -47998.8086 eV, maximum force 11.5 eV Å⁻¹. Number 2: E_tot -186349.7984 eV, maximum force 3.7 eV Å⁻¹.